# 1
The following is a DFT calculation (ωB97M-V with the def2-TZVPD basis set) of C43H46N2O3P2Se2Tl as an isolated structure.

Results
Charge: -1
LUMO, eV: 2.05
E_HOMO, eV: -3.2
Energy relative to the best compared isomer or geometry (same formula, charge and spin), kJ/mol: 16.6

```
99
Properties=species:S:1:pos:R:3:forces:R:3
Tl -0.146449 1.715222 -1.878840 -0.2 0.6 0.4
O 0.806636 4.796312 1.992943 0.2 0.0 0.1
C -0.169249 4.711511 0.966770 0.0 0.0 -0.2
C 0.234592 5.404752 -0.350964 -0.1 0.2 0.0
C 0.898299 6.745467 0.014567 0.0 -0.2 0.1
O 1.043132 7.640748 -1.086561 0.0 0.1 0.0
C 1.218163 4.599433 -1.224977 0.3 -0.1 0.1
Se 2.242048 3.123502 -0.378049 0.0 -0.2 0.0
C -1.042619 5.672668 -1.161883 -0.2 -0.2 0.1
Se -2.218439 4.101358 -1.426302 0.1 -0.3 -0.2
H 1.567146 4.278656 1.668247 -0.1 0.0 0.0
H -1.072146 5.196361 1.349822 0.0 0.0 0.0
H -0.423424 3.669956 0.754482 0.0 0.0 0.1
H 1.876606 6.536070 0.461670 -0.1 0.1 0.0
H 0.295822 7.274789 0.755564 0.0 0.0 0.0
H 1.461798 7.155140 -1.803496 0.0 -0.1 0.0
H 1.986814 5.252107 -1.647911 -0.1 0.1 0.0
H 0.684252 4.165130 -2.069790 0.0 0.2 -0.1
H -0.801082 6.044945 -2.155953 0.1 0.1 0.1
H -1.651916 6.421959 -0.652473 0.1 0.1 0.0
C 1.173391 -0.542253 -5.783685 0.0 0.1 0.0
C 1.639535 0.092699 -4.493839 -0.2 0.0 -0.2
O 1.237996 1.185875 -4.160302 0.2 0.1 -0.5
C 2.565936 -0.661344 -3.614908 0.4 -0.2 0.4
C 3.071819 -0.016784 -2.481766 -0.1 0.1 -0.2
C 3.921429 -0.684076 -1.615973 0.1 0.0 0.0
C 4.259740 -2.009652 -1.853772 0.0 0.0 -0.1
C 3.764010 -2.657590 -2.979072 0.1 -0.1 0.0
C 2.933758 -1.986535 -3.860885 -0.1 0.1 -0.1
H 0.563293 0.172977 -6.328674 0.0 0.0 0.0
H 0.573369 -1.428557 -5.567584 0.0 0.0 0.0
H 2.026702 -0.837199 -6.395934 0.0 -0.1 0.0
H 2.803691 1.019364 -2.290324 0.0 0.0 0.1
H 4.324333 -0.156810 -0.760263 0.0 0.0 0.0
H 4.916529 -2.539408 -1.174352 0.0 0.0 0.0
H 4.033480 -3.688409 -3.173419 0.0 0.0 0.0
H 2.562478 -2.500435 -4.738131 0.0 0.0 0.0
C 2.152435 -0.652648 1.493605 -0.3 -0.4 0.1
P 0.664697 -0.220813 0.434433 0.3 -0.2 0.4
C -0.491545 0.667688 1.523138 0.0 0.0 -0.2
C -0.083998 1.337321 2.673750 0.0 0.0 0.0
C -0.973076 2.141558 3.366797 0.0 0.0 0.1
C -2.272602 2.303942 2.911063 -0.1 0.0 0.0
C -2.673720 1.689878 1.734615 0.0 0.0 0.0
C -1.784889 0.887789 1.038395 0.1 -0.1 0.1
C -0.212177 -1.774120 -0.022624 0.1 0.1 0.0
C 0.319171 -2.424205 -1.140215 0.1 0.0 0.1
C -0.298319 -3.537933 -1.682874 0.1 -0.1 0.0
C -1.478429 -4.014452 -1.130081 -0.1 0.0 0.0
C -2.039098 -3.354971 -0.046849 0.0 0.0 0.0
C -1.417582 -2.238291 0.496884 0.0 -0.1 0.1
P 2.475482 -1.758011 2.982262 -0.2 0.4 -0.1
C 1.114437 -1.371971 4.150302 0.2 -0.1 0.0
C -0.189626 -1.843646 4.028891 0.0 0.1 0.0
C -1.159966 -1.478674 4.946294 -0.1 0.0 0.0
C -0.840195 -0.625179 5.992929 0.0 0.0 0.0
C 0.458273 -0.159879 6.133973 0.0 0.0 0.0
C 1.432745 -0.542134 5.223265 0.0 0.0 0.0
C 2.099578 -3.465628 2.428688 0.1 0.1 0.1
C 1.507757 -4.396435 3.283878 0.0 0.1 0.0
C 1.373637 -5.724631 2.910367 0.0 0.0 0.0
C 1.858386 -6.155974 1.685792 0.0 -0.1 0.0
C 2.498599 -5.254002 0.850777 0.0 0.0 -0.1
C 2.621411 -3.925103 1.220773 -0.1 0.0 -0.1
H 2.497550 0.343170 1.791996 0.1 0.0 0.0
H 2.901246 -0.990501 0.772169 0.0 0.1 0.0
H 0.938066 1.260894 3.015508 0.0 0.0 0.1
H -0.641536 2.669694 4.251603 0.0 0.0 0.0
H -2.962205 2.944268 3.446643 0.0 0.0 0.0
H -3.661962 1.868063 1.331698 0.0 0.0 0.0
H -2.089974 0.444534 0.095586 -0.1 0.0 0.0
H 1.223280 -2.029590 -1.595531 0.0 0.0 0.0
H 0.131143 -4.020559 -2.553348 0.0 0.0 0.0
H -1.968031 -4.881936 -1.556066 0.0 0.0 0.0
H -2.976192 -3.701687 0.373268 0.0 0.0 0.0
H -1.893074 -1.716349 1.315883 0.0 0.0 0.1
H -0.436436 -2.502661 3.210746 -0.1 0.0 -0.1
H -2.171318 -1.853339 4.844987 0.0 0.0 0.0
H -1.604667 -0.323154 6.697793 0.0 0.0 0.0
H 0.710663 0.498329 6.956066 0.0 0.0 0.0
H 2.452354 -0.190453 5.333441 0.0 0.0 0.0
H 1.150190 -4.079015 4.254515 0.0 0.0 0.0
H 0.901807 -6.429326 3.584361 0.0 0.0 0.0
H 1.749606 -7.191328 1.387250 0.0 0.0 0.0
H 2.908566 -5.587109 -0.095019 0.0 0.0 0.0
H 3.135186 -3.243317 0.553980 0.0 0.1 0.0
N -6.456021 -0.778903 -2.447701 0.0 0.1 0.1
C -5.144696 -0.394525 -2.649001 0.2 0.0 0.0
C -4.095536 -1.293778 -2.439803 -0.1 0.0 0.0
C -2.797308 -0.855740 -2.614000 -0.1 0.0 0.0
N -2.476951 0.389035 -2.963524 -0.1 -0.1 -0.1
C -3.479116 1.250874 -3.147622 0.0 0.0 0.0
C -4.812582 0.911016 -3.011734 0.0 -0.1 0.0
H -6.643914 -1.765185 -2.463136 -0.1 0.0 0.0
H -7.166960 -0.198595 -2.856169 0.0 0.0 0.0
H -4.298652 -2.315691 -2.141624 0.0 0.0 0.0
H -1.969776 -1.542116 -2.465632 0.0 0.0 0.0
H -3.194370 2.269949 -3.390831 0.0 0.0 0.0
H -5.581243 1.657608 -3.168967 0.0 0.0 0.0
```
Positions in Å, forces in eV/Å.

---

# 2
The following is a DFT calculation (ωB97M-V with the def2-TZVPD basis set) of C35H38BaClF5N4O5SSe as an isolated structure at a distorted geometry.

Results
Charge: -2
LUMO, eV: 3.82
E_HOMO, eV: -0.2
Energy relative to the best compared isomer or geometry (same formula, charge and spin), kJ/mol: 0.0

```
91
Properties=species:S:1:pos:R:3:forces:R:3
Ba 1.011659 -2.492663 -1.171898 0.7 -0.4 0.7
O 1.046890 -1.778021 1.705049 0.0 0.2 -0.2
C 1.511149 -0.458662 1.974587 -0.1 -0.2 -0.1
C 2.948531 -0.564457 2.433702 0.1 0.0 0.1
C 3.878321 -1.165799 1.376799 -0.1 0.1 0.0
C 4.202735 -0.224759 0.257910 -0.3 0.0 -0.3
C 5.324449 0.596055 0.311731 0.0 -0.1 0.0
C 5.604908 1.433840 -0.747950 0.1 0.1 0.0
C 4.747272 1.448568 -1.832187 0.0 0.1 -0.1
C 3.636227 0.623803 -1.806397 -0.1 -0.1 0.1
N 3.358846 -0.200786 -0.789617 0.2 0.1 0.1
H 0.073053 -1.818282 1.645575 0.1 -0.1 0.0
H 0.916374 0.009667 2.755557 -0.2 0.0 0.1
H 1.434553 0.166007 1.072336 0.0 0.0 0.0
H 2.970449 -1.216393 3.311367 -0.1 0.0 0.0
H 3.282066 0.428877 2.754300 0.1 0.0 0.0
H 3.397564 -2.037654 0.944255 0.0 -0.1 0.0
H 4.803284 -1.528146 1.827709 0.0 0.1 0.0
H 5.984211 0.536855 1.167582 0.0 0.0 0.0
H 6.491938 2.055943 -0.736171 0.0 0.0 0.0
H 4.936293 2.071161 -2.696795 0.0 0.0 0.0
H 2.943232 0.602101 -2.639923 0.0 0.0 0.1
F 5.572158 -0.840587 -6.108622 0.0 0.0 0.0
C 5.379725 -1.454290 -4.924696 0.0 0.0 0.0
C 4.333714 -2.339010 -4.744565 0.1 0.0 0.1
F 3.516925 -2.607413 -5.766819 -0.1 0.0 -0.1
C 4.156463 -2.947929 -3.517046 0.0 -0.1 0.0
F 3.100274 -3.779621 -3.402692 0.0 0.0 0.0
C 5.003571 -2.763910 -2.414735 0.1 0.1 -0.2
S 4.786296 -3.568020 -0.906012 -0.2 -0.1 0.1
C 6.050889 -1.862957 -2.658335 0.0 0.0 0.0
F 6.937048 -1.585501 -1.684573 0.0 0.0 0.0
C 6.234275 -1.218235 -3.865779 0.0 0.0 0.1
F 7.257377 -0.354006 -4.027984 0.0 0.0 0.0
N -0.935157 -3.327931 -0.253875 -0.1 0.0 0.5
C -1.875327 -3.733748 0.579832 0.0 0.1 -0.4
C -1.626012 -4.240776 1.912198 -0.2 0.0 0.0
C -2.639353 -4.540598 2.798690 0.2 0.0 0.0
C -3.989064 -4.419580 2.461205 -0.2 0.0 -0.1
C -4.286475 -4.004946 1.155478 0.2 0.0 0.1
C -3.289422 -3.695941 0.252205 -0.1 -0.1 0.1
H -0.591474 -4.361780 2.206416 0.1 0.0 0.1
H -2.372972 -4.884967 3.795618 0.0 0.0 0.0
H -4.771477 -4.654103 3.172832 0.0 0.0 0.0
H -5.325341 -3.928980 0.841272 0.0 0.0 0.0
H -3.548206 -3.401542 -0.761237 0.0 0.0 0.0
O -0.349596 -0.425744 -4.986612 0.1 0.0 0.4
Cl 0.389485 -0.933688 -3.862208 0.2 0.8 -0.9
O 1.802682 -0.630390 -4.017712 -0.6 -0.2 0.1
O -0.084261 -0.327740 -2.617404 0.1 0.0 -0.3
O 0.210069 -2.362486 -3.752653 0.0 -0.1 -0.3
C -2.406783 3.299305 4.920693 0.0 0.0 0.0
C -2.756588 3.806331 3.525769 0.0 0.0 0.0
C -1.532410 4.216499 2.710863 0.0 0.0 0.0
C -0.656105 3.042125 2.282442 0.0 0.0 0.1
N -1.239648 2.297680 1.186425 -0.1 0.1 -0.2
C -1.804320 1.049800 1.249614 0.1 0.2 -0.1
Se -1.996073 0.044641 2.769373 -0.1 -0.1 0.0
N -2.191284 0.731976 -0.010928 -0.1 -0.2 0.0
C -2.808323 -0.542558 -0.423523 0.1 0.3 0.0
C -4.280150 -0.412600 -0.776154 -0.1 0.0 -0.1
C -5.228320 -0.233157 0.408343 0.0 0.1 0.0
C -5.304983 1.198509 0.937527 0.0 -0.1 0.0
C -1.884117 1.772792 -0.879588 -0.1 -0.3 0.1
C -2.049852 1.902211 -2.245762 0.0 0.0 -0.1
C -1.591551 3.073272 -2.829319 0.1 0.1 0.1
C -0.981078 4.075886 -2.067446 0.0 -0.1 0.0
C -0.809762 3.935453 -0.696712 0.0 0.1 -0.1
C -1.276903 2.764590 -0.123103 0.1 0.0 0.3
H -3.306444 3.173362 5.524894 0.0 0.0 0.0
H -1.747455 4.002617 5.438009 0.0 0.0 0.0
H -1.913782 2.328554 4.866321 0.0 0.0 0.0
H -3.431312 4.664317 3.602686 0.0 0.0 0.0
H -3.302140 3.026183 2.987148 0.0 0.0 0.0
H -0.920127 4.914296 3.293729 0.0 0.0 0.0
H -1.850295 4.754212 1.813179 0.0 0.0 0.0
H -0.512144 2.334009 3.098981 0.0 0.0 0.0
H 0.327415 3.393839 1.957634 0.0 0.0 0.0
H -2.670435 -1.248839 0.385225 0.1 -0.1 0.2
H -2.234831 -0.936219 -1.260650 0.1 0.0 0.0
H -4.534907 -1.337395 -1.297224 0.0 0.0 0.0
H -4.428046 0.402732 -1.497584 0.0 0.0 0.0
H -4.921248 -0.911755 1.207131 0.0 0.0 0.0
H -6.232473 -0.542959 0.098575 0.0 0.0 0.0
H -4.350971 1.520793 1.354330 0.0 0.0 0.0
H -6.047814 1.281443 1.734444 0.0 0.0 0.0
H -5.583539 1.894231 0.140340 0.0 0.0 0.0
H -2.470335 1.105292 -2.839973 0.0 0.0 0.0
H -1.681120 3.195617 -3.900115 0.0 0.0 0.0
H -0.619556 4.971018 -2.557213 0.0 0.0 0.0
H -0.321011 4.701065 -0.108096 0.0 0.0 0.0
```
Positions in Å, forces in eV/Å.

---

# 3
The following is a DFT calculation (ωB97M-V with the def2-TZVPD basis set) of a 2-piece molecular cluster, C11H17B overall at a distorted geometry.

Results
SMILES: CC(C)/B=C1\C=CC=CC1.C=C
Charge: 0
LUMO, eV: 0.55
E_HOMO, eV: -6.9
Energy relative to the best compared isomer or geometry (same formula, charge and spin), kJ/mol: 256.9

```
29
Properties=species:S:1:pos:R:3:forces:R:3
B -0.148124 0.098356 0.703037 -0.1 -1.0 0.9
C 1.680652 -3.479108 -0.811518 -0.3 0.9 1.1
C 2.145855 -2.085475 -0.972094 1.3 0.3 -0.7
C 0.630556 -3.711584 -0.020250 -1.5 -1.1 -0.1
C 1.610645 -1.082843 -0.257165 -1.3 0.1 -1.2
C -0.354503 -2.639042 0.349530 0.3 0.7 1.8
C 0.231025 -1.210757 0.358126 1.4 0.3 0.3
C -1.845473 0.310843 -3.042897 -2.6 -3.1 -1.5
C 0.739407 1.511265 2.642114 -1.8 0.9 0.9
C -0.348555 2.690320 0.640981 -0.7 -0.7 0.0
C -1.079355 1.172898 -2.456997 -0.7 3.4 1.8
C -0.297273 1.413772 1.523599 0.5 -0.2 -1.9
H 2.312614 -4.264357 -1.118580 0.6 -0.8 -0.4
H 3.029452 -1.796554 -1.631914 -1.1 -0.9 1.1
H 0.205427 -4.704370 0.364536 1.4 1.1 -1.1
H 2.084643 -0.112277 -0.446484 -0.4 -0.1 0.5
H -0.783519 -2.984065 1.351092 0.3 1.0 -1.1
H -1.537153 -0.724295 -3.230086 0.4 0.4 -0.4
H -1.168982 -2.620620 -0.342863 -0.7 -0.4 -0.5
H -2.975413 0.390564 -3.339032 2.2 0.5 1.0
H 1.758591 1.778003 2.355039 -0.1 -0.6 -0.1
H 0.572724 0.647514 3.296973 0.9 0.1 -0.1
H 0.339433 2.371828 3.208173 0.6 -0.1 0.2
H -0.296064 3.521608 1.376922 -0.2 0.0 -1.0
H 0.540756 2.685683 -0.037233 -0.9 0.4 0.3
H -1.363623 2.620211 0.087188 2.0 0.7 0.6
H 0.006387 1.119206 -2.194185 -1.3 -0.3 -0.3
H -1.715714 2.077156 -2.090893 1.9 -1.0 -0.8
H -1.300881 1.369886 1.937207 -0.2 -0.4 0.5
```
Positions in Å, forces in eV/Å.